Density functional theory data (the ωB97M-V functional and the def2-TZVPD basis) for 2 unconnected molecules or ions with the total composition C16H21BrN3O4.

XYZ file:
```
45
Properties=species:S:1:pos:R:3:lowdin_charge:R:1
C 4.14804 0.82466 0.48702 0.1214
C 3.60528 -0.01779 -0.17105 -0.1468
C 2.88707 -1.02276 -0.94929 -0.1916
C 2.18670 -2.07304 -0.04368 -0.1740
C 0.71460 -2.36279 -0.32550 -0.1192
C -0.32392 -1.23954 -0.01501 -0.3435
C 0.08833 -0.57280 1.23450 -0.1554
N 0.43141 -0.05382 2.19904 0.2601
C -0.36549 -0.11864 -1.10951 -0.2046
C -0.29172 -0.68901 -2.45667 -0.2164
N -0.27777 -1.16180 -3.50452 0.1765
C -1.52438 0.90806 -1.01464 -0.1743
C -1.06121 2.19703 -0.30427 -0.7245
C -0.97461 3.37399 -1.28006 -0.1507
Br -2.29577 2.69853 1.12839 0.6883
N -1.61476 -1.91394 0.24436 -0.0848
C -2.39374 -2.32968 -0.91409 -0.0436
C -2.43054 -1.47753 1.34848 -0.4786
C -2.27562 -2.30182 2.59837 0.0104
O -3.22670 -0.58474 1.26350 0.0943
H 4.74406 1.45970 1.09702 0.0356
H 3.62809 -1.53088 -1.57098 0.1114
H 2.20217 -0.54266 -1.64581 0.0909
H 2.34192 -1.82763 1.00551 0.1032
H 2.71744 -3.01630 -0.19738 0.1088
H 0.41244 -3.17420 0.33875 0.1222
H 0.57029 -2.73137 -1.34172 0.1102
H 0.54428 0.47669 -0.97529 0.1438
H -1.77501 1.19278 -2.03756 0.1097
H -2.43062 0.49388 -0.58142 0.0722
H -0.06405 2.07877 0.12116 0.0458
H -0.01124 3.35108 -1.78929 0.0810
H -1.05748 4.31322 -0.73958 0.0601
H -1.80236 3.34572 -1.99410 0.0694
H -1.72713 -2.65286 -1.70966 0.0771
H -2.99042 -3.20574 -0.64353 0.0934
H -3.08198 -1.56972 -1.29473 0.0925
H -1.21848 -2.51741 2.75649 0.0771
H -2.77442 -3.26102 2.44167 0.0876
H -2.69481 -1.77677 3.45096 0.0872
C 1.99306 4.04029 1.02997 -0.8161
O 1.81212 3.18108 0.12533 -0.1035
O 2.02696 3.47945 2.33397 -0.0162
O 2.14592 5.25589 0.96158 -0.0335
H 1.89055 2.54437 2.13334 0.0467
```

HOMO energy	-0.1689	Eh
E_LUMO	2.41	eV
total charge	-1
Kohn-Sham gap	7.01	eV

***

Density functional theory data (the ωB97M-V functional and the def2-TZVPD basis) for C7H10O in the gas phase in a non-equilibrium geometry.

XYZ file:
```
18
Properties=species:S:1:pos:R:3:lowdin_charge:R:1
C -0.94254 -1.41026 0.22765 -0.3234
C -1.08356 0.01752 0.37776 -0.1672
C -0.03762 1.08664 0.76199 -0.2625
C 1.19288 0.27537 0.73262 -0.1120
C 0.86688 0.19183 -0.88537 -0.1668
C 0.29496 1.64231 -0.65952 -0.1087
C -0.46143 -0.60244 -0.88333 -0.1593
H 0.34795 -2.96997 0.47326 0.1790
H -2.05392 -1.67603 0.02501 0.1722
H -2.09356 0.31033 0.48287 0.1235
H -0.25992 1.71340 1.66015 0.1467
H 2.15784 0.87807 0.86315 0.1303
H 1.18154 -0.56607 1.41036 0.0955
H 1.73222 0.04277 -1.56329 0.1302
H -0.62302 1.81454 -1.36832 0.1345
H 1.06303 2.46815 -0.85872 0.1233
H -0.91606 -0.78779 -1.88136 0.1451
O -0.36567 -2.42837 1.08508 -0.0803
```

HOMO energy	-0.3562	Eh
E_LUMO	0.83	eV
Kohn-Sham gap	10.53	eV
structure (SMILES)	O[C@H]1[C@H]2[C@H]3C[C@H](C3)[C@@H]12
energy relative to the best compared isomer or geometry (same formula, charge and spin)	3.883	eV

***

Density functional theory data (the ωB97M-V functional and the def2-TZVPD basis) for a molecular structure, C25H33I2O2P2SiTc in a non-equilibrium geometry.

XYZ file:
```
66
Properties=species:S:1:pos:R:3:lowdin_charge:R:1
I -4.50379 0.35161 -4.67627 0.1805
I -2.50614 0.83602 -6.32854 0.2465
Tc -0.40572 0.42430 -1.80881 1.0066
P -0.86416 -1.59140 -2.75897 0.7595
C -1.73531 -2.62809 -1.52751 -0.1928
C -1.55972 -2.16127 -4.34279 -0.2678
H -1.25427 -3.20831 -4.51520 0.0894
H 0.73286 -3.39785 -2.98303 0.0812
H -1.20531 -1.51600 -5.15953 -0.0227
H 1.36170 -1.88962 -3.68163 0.0685
H -2.34092 -1.99327 -0.86984 0.0354
H -2.65283 -2.05881 -4.29793 -0.0018
C 0.82275 -2.31970 -2.82978 -0.2152
H -2.40361 -3.32788 -2.04197 0.0779
H 1.38677 -2.12259 -1.91269 0.0275
H -1.01712 -3.18269 -0.91545 0.0585
P -0.59861 2.63671 -2.30192 0.7024
C -0.98184 3.64865 -0.82652 -0.1961
C 1.04741 3.22051 -2.83161 -0.2103
H -1.51669 2.85643 -4.52511 -0.0389
H -1.62082 4.39836 -3.57600 0.0864
H -2.75387 3.02026 -3.27618 0.0413
C -1.72971 3.30384 -3.54446 -0.2481
H 1.25259 2.81506 -3.82983 0.0671
H 1.04730 4.31679 -2.86493 0.0813
H -0.82029 4.70586 -1.07767 0.0849
H -0.33772 3.36678 0.01652 0.0212
H 1.82028 2.86627 -2.13839 0.0425
H -2.03260 3.48368 -0.54934 0.0674
C -2.12555 0.59172 -1.00435 -0.2686
O -3.16726 0.68540 -0.46997 0.1675
O 0.75880 -0.18326 -0.41909 -0.4219
Si 0.81031 -0.36188 1.20415 0.5120
C -0.77400 -1.05071 1.92627 -0.2476
C -0.95527 -2.43127 2.06672 -0.0835
C -2.11667 -2.94023 2.66587 -0.0358
C -3.09297 -2.07121 3.15444 -0.0322
C -2.91922 -0.69363 3.01233 -0.0476
C -1.77638 -0.18847 2.38229 -0.1254
C 2.21107 -1.49006 1.69362 -0.2250
C 2.26624 -2.80404 1.20636 -0.1026
C 3.25169 -3.69531 1.65867 -0.0293
C 4.23017 -3.26666 2.56570 -0.0221
C 4.22172 -1.93168 2.99241 -0.0343
C 3.22613 -1.05112 2.55092 -0.0641
C 1.11171 1.28684 2.01194 -0.1982
C 0.85000 1.48012 3.37223 0.0135
C 1.07601 2.72942 3.96501 0.0185
C 1.53223 3.80577 3.20101 0.0355
C 1.78588 3.61598 1.83792 0.0262
C 1.60847 2.35448 1.25267 -0.0689
H -0.19018 -3.13578 1.72514 0.0919
H -2.24638 -4.02039 2.75843 0.1250
H -3.98169 -2.46741 3.65218 0.1292
H -3.67470 -0.01102 3.39196 0.1206
H -1.67216 0.89251 2.27183 0.1009
H 1.53271 -3.14654 0.47004 0.0902
H 3.25058 -4.72558 1.29300 0.1244
H 4.98921 -3.95711 2.93917 0.1289
H 5.00562 -1.58039 3.66773 0.1248
H 3.24768 -0.00876 2.87456 0.1005
H 0.47392 0.65634 3.97735 0.1422
H 0.90491 2.84712 5.03581 0.1405
H 1.70649 4.77313 3.66544 0.1434
H 2.14934 4.44320 1.22733 0.1420
H 1.86093 2.19688 0.19833 0.0964
```

HOMO energy (alpha / beta)	-0.6040 / -0.5986	Eh
E_LUMO (alpha / beta)	-10.92 / -12.97	eV
total charge	+3
spin multiplicity	4
Kohn-Sham gap (alpha / beta)	5.52 / 3.32	eV

***

Density functional theory data (the ωB97M-V functional and the def2-TZVPD basis) for 14 unconnected molecules or ions with the total composition C46H122N2O16 in a non-equilibrium geometry.

XYZ file:
```
186
Properties=species:S:1:pos:R:3:lowdin_charge:R:1
C 1.62418 -0.01024 2.78182 -0.2396
O 0.70175 -0.69271 3.49131 -0.1116
H 1.25684 0.86513 2.24829 0.0512
H 2.44275 0.30780 3.45147 0.0883
H 2.20321 -0.64956 2.07652 0.0778
H -0.14362 -0.72044 2.92793 0.0778
C -7.12094 -4.96196 -2.16402 -0.1141
O -6.92859 -3.56906 -2.13879 -0.2097
C -5.97779 -3.17735 -3.08496 -0.2433
C -5.45319 -1.80551 -2.69293 -0.1953
N -4.92738 -1.06200 -3.80194 -0.0542
C -3.59712 -1.41115 -4.19930 -0.2379
C -3.36744 -1.13560 -5.66186 -0.2575
O -4.06828 -1.95623 -6.50598 -0.1679
C -3.65666 -3.28498 -6.44455 -0.1190
H -7.84578 -5.25948 -1.39478 0.0880
H -6.20116 -5.48613 -1.86420 0.0925
H -7.55069 -5.28800 -3.11925 0.0921
H -6.40942 -3.19509 -4.09990 0.1307
H -5.16273 -3.92114 -3.14009 0.1148
H -4.67202 -1.95022 -1.95315 0.1214
H -6.27638 -1.25725 -2.24335 0.1103
H -5.52067 -1.02493 -4.61477 0.1106
H -3.39108 -2.48327 -3.98076 0.1063
H -2.79829 -0.93128 -3.61656 0.1190
H -2.30060 -1.15423 -5.91236 0.1201
H -3.74625 -0.12910 -5.86308 0.1323
H -3.94384 -3.77565 -5.49519 0.0760
H -2.58021 -3.43898 -6.59661 0.0971
H -4.19742 -3.84615 -7.21074 0.0921
C -2.53298 -1.43615 2.57058 -0.0702
O -1.37099 -1.27729 1.81533 -0.2241
C -1.26921 -2.15078 0.76658 -0.2245
C -0.17817 -1.62319 -0.11571 -0.2024
N -0.50465 -0.30068 -0.56405 -0.0441
C 0.38427 0.30405 -1.45512 -0.2176
C 1.70228 0.72707 -0.82507 -0.2316
O 1.44166 1.84628 -0.03042 -0.1828
C 2.64950 2.28287 0.57404 -0.1146
H -3.43464 -1.31497 1.97713 0.0754
H -2.45606 -0.75011 3.41639 0.0878
H -2.51003 -2.40753 3.10071 0.0940
H -2.23596 -2.32799 0.29856 0.1304
H -0.84062 -3.09183 1.14534 0.1151
H -0.03851 -2.26620 -0.99631 0.1213
H 0.77768 -1.71427 0.43555 0.1109
H -0.75584 0.25780 0.24282 0.0695
H -0.09968 1.25151 -1.74919 0.1207
H 0.39428 -0.23660 -2.40229 0.1200
H 2.42198 0.88978 -1.64579 0.1092
H 2.09123 -0.06316 -0.16733 0.1042
H 3.54439 2.28921 -0.07357 0.0738
H 2.96025 1.73812 1.48206 0.0769
H 2.51414 3.33485 0.84717 0.0772
C -3.74973 3.64051 0.17544 -0.0500
C -3.10553 2.30600 0.51120 -0.4466
C -1.65511 2.47113 0.97347 -0.0515
O -3.80991 1.68790 1.64362 -0.0878
H -3.72555 4.25363 1.07453 0.0823
H -4.77584 3.41296 -0.12198 0.0750
H -3.22329 4.14788 -0.62879 0.0740
H -3.09105 1.62451 -0.35112 0.1368
H -1.55487 3.13762 1.83095 0.0821
H -1.00361 2.78312 0.14720 0.0673
H -1.33411 1.48648 1.32678 0.0553
H -4.32065 0.91627 1.31641 0.0442
C 3.22014 -2.76375 -1.97737 -0.0602
C 4.55249 -3.41173 -1.67019 -0.4595
C 5.33755 -2.63230 -0.69031 -0.0534
O 4.24196 -4.78737 -1.21043 -0.0651
H 3.40757 -1.75173 -2.35869 0.0796
H 2.62710 -2.65894 -1.06488 0.0661
H 2.64165 -3.35644 -2.67815 0.0811
H 5.06530 -3.46255 -2.64391 0.1411
H 6.32559 -3.03892 -0.49825 0.0850
H 4.72970 -2.45929 0.20049 0.0922
H 5.51380 -1.62003 -1.08473 0.0729
H 4.80347 -5.41652 -1.67026 0.0867
C 1.41665 3.93700 3.33104 -0.0602
C 0.80718 4.17285 4.67700 -0.4974
C 1.46320 5.36544 5.40422 -0.0520
O -0.57539 4.39177 4.47577 -0.0691
H 2.48303 3.75333 3.50197 0.0864
H 1.29247 4.77015 2.64770 0.0795
H 1.00105 3.01099 2.93325 0.0641
H 0.92431 3.32698 5.36647 0.1379
H 1.26863 6.31457 4.89655 0.0795
H 2.53477 5.21378 5.51553 0.0730
H 0.99753 5.45974 6.39382 0.0771
H -1.01940 4.22025 5.31991 0.0491
C 6.70986 1.78667 2.50326 -0.0756
C 6.47764 2.56509 1.21837 -0.4858
C 6.59435 4.07519 1.46592 -0.0443
O 7.40844 2.07893 0.22473 -0.0764
H 7.62696 2.08703 3.05029 0.0831
H 6.98990 0.74250 2.29538 0.0772
H 5.91287 1.79879 3.24827 0.0727
H 5.47126 2.22970 0.91865 0.1071
H 6.07506 4.59436 0.65719 0.0651
H 7.65577 4.31384 1.50648 0.0835
H 6.14782 4.36961 2.41518 0.0734
H 6.89804 2.28083 -0.59770 0.0379
C -2.97980 0.73668 6.36741 -0.0487
C -2.31488 1.98292 5.82634 -0.4733
C -3.17097 2.94233 5.07143 -0.0347
O -1.61566 2.70450 6.89515 -0.0732
H -3.19677 0.07623 5.51561 0.0689
H -3.90348 0.99523 6.88357 0.0845
H -2.29864 0.14390 6.97595 0.0797
H -1.43994 1.64559 5.24199 0.1345
H -4.06573 3.21619 5.63502 0.0918
H -3.49364 2.48262 4.13394 0.0787
H -2.56817 3.81716 4.83884 0.0569
H -1.35429 2.13410 7.61277 0.0715
C 2.09037 7.19207 -0.70694 -0.0756
C 0.75723 6.71183 -1.16080 -0.4999
C 0.60035 5.22912 -1.05078 -0.0676
O -0.25863 7.34624 -0.36355 -0.0555
H 2.24728 8.27372 -0.83925 0.0821
H 2.92743 6.79264 -1.31034 0.0812
H 2.36778 7.02896 0.34060 0.0824
H 0.53725 7.00620 -2.18462 0.1397
H -0.28533 4.87216 -1.56732 0.0803
H 0.70142 4.84439 -0.03215 0.0696
H 1.44422 4.73048 -1.56415 0.0855
H -0.29239 6.91935 0.49942 0.0821
C -7.66499 -0.66129 2.32198 -0.0672
C -6.43519 -1.14856 1.57498 -0.4159
C -6.81039 -2.38234 0.71660 -0.0594
O -5.87375 -0.11621 0.68293 -0.0864
H -8.61101 -0.63580 1.77401 0.0836
H -7.51832 0.36223 2.71501 0.0844
H -7.86995 -1.18690 3.26595 0.0832
H -5.59991 -1.47326 2.19786 0.1180
H -5.94374 -3.01166 0.50656 0.0747
H -7.28952 -2.10862 -0.21577 0.0618
H -7.51398 -3.03001 1.25757 0.0834
H -6.56106 0.38254 0.22637 0.0975
C 2.15757 1.87661 -4.91230 -0.0712
C 2.11061 1.23913 -6.27283 -0.4657
C 3.49406 0.77141 -6.68147 -0.0577
O 1.21844 0.06457 -6.23779 -0.0746
H 2.64887 1.23564 -4.16309 0.0688
H 1.13641 1.89768 -4.50411 0.0789
H 2.67452 2.83250 -4.86600 0.0774
H 1.67370 1.91567 -7.02200 0.1384
H 3.81232 -0.07127 -6.07279 0.0811
H 4.19297 1.60608 -6.59458 0.0720
H 3.50137 0.48048 -7.73565 0.0804
H 0.33124 0.38364 -6.02130 0.0720
C -0.89806 -5.74281 -0.52270 -0.0582
C 0.56609 -5.87854 -1.00881 -0.4456
C 0.56278 -5.86781 -2.53995 -0.0680
O 1.26207 -4.72581 -0.47225 -0.0845
H -0.88787 -5.63411 0.57184 0.0638
H -1.49223 -6.62397 -0.75579 0.0767
H -1.36703 -4.82726 -0.89664 0.0709
H 0.96329 -6.80928 -0.57650 0.1380
H 0.00581 -6.75164 -2.89384 0.0794
H 1.53314 -6.05198 -3.02676 0.0734
H 0.10733 -4.96067 -2.92036 0.0745
H 2.20383 -4.80775 -0.70154 0.0441
C -0.03667 -4.71671 3.65233 -0.0600
C -0.19170 -5.94338 4.54762 -0.4853
C -0.71603 -5.55098 5.91062 -0.0733
O -1.04022 -6.94293 3.94043 -0.0612
H 0.62884 -3.93614 4.03943 0.0846
H -0.99801 -4.21886 3.47342 0.0633
H 0.44972 -4.98045 2.70292 0.0732
H 0.78671 -6.42240 4.64325 0.1380
H -0.04353 -4.96327 6.53119 0.0799
H -0.81103 -6.47839 6.51078 0.0828
H -1.74504 -5.18073 5.87304 0.0802
H -1.94453 -6.58893 3.93213 0.0863
C 6.84196 2.60614 -4.21605 -0.0402
C 5.81894 2.53149 -3.06557 -0.4504
C 5.69252 1.10110 -2.62988 -0.0682
O 6.27532 3.36223 -1.97102 -0.0660
H 7.66474 1.91745 -4.01947 0.0835
H 7.23704 3.62138 -4.27559 0.0793
H 6.39281 2.30528 -5.16186 0.0723
H 4.89569 2.97520 -3.46495 0.1251
H 5.23845 0.88660 -1.66041 0.0684
H 6.70935 0.68861 -2.51390 0.0909
H 5.28605 0.46841 -3.42185 0.0818
H 6.62960 4.17023 -2.35753 0.0962
```

HOMO energy	-0.3092	Eh
E_LUMO	0.34	eV
Kohn-Sham gap	8.75	eV
energy relative to the best compared isomer or geometry (same formula, charge and spin)	0.000	eV